Record 1
Here is one molecule with the formula C21H21NO5S from OMol25. Energies are from ωB97M-V with the def2-TZVPD basis set.

```
49
Properties=species:S:1:pos:R:3:mulliken_charge:R:1
S 5.05197 0.26226 -0.24955 1.3998
O 5.65084 0.81897 0.93406 -0.6765
O 5.14198 -1.16090 -0.44513 -0.6789
O -3.50612 5.07666 -0.54441 -0.5397
O -2.58566 -3.66006 -1.24487 -0.4435
O -0.14709 0.11712 1.96361 -0.3517
N -1.75896 0.87227 -0.08291 0.5396
C -2.96025 1.50044 -0.06156 0.8551
C -1.53962 -0.49836 0.16744 -1.2440
C -3.73069 3.90396 -0.35320 -0.3463
C -2.73864 2.85869 -0.27589 0.1152
C -0.44645 -2.23852 1.40239 -0.9258
C 5.77945 1.08480 -1.69823 -1.0759
C -0.67869 -0.88533 1.21212 0.8859
C 3.33037 0.74337 -0.31065 0.3332
C 2.93017 1.91987 0.29512 -0.9988
C -4.23821 0.78657 0.19302 -1.7722
C -0.75231 1.80164 -0.28346 -0.0316
C 2.42535 -0.06985 -0.96424 -0.8473
C -1.33582 3.03352 -0.40443 -0.7079
C 0.86758 -0.19980 2.88678 -1.0772
C -1.06064 -3.19442 0.60684 -0.6555
C -1.92660 -2.81321 -0.40837 0.2512
C 0.65476 1.44272 -0.34457 0.5720
C 1.59493 2.27046 0.27526 -0.7945
C -2.15248 -1.45290 -0.62161 0.6029
C -2.38683 -5.04525 -1.08885 -0.9008
C 1.08903 0.28120 -0.98871 -0.1373
H -4.91487 1.42334 0.75763 0.5255
H 0.21793 -2.57101 2.18299 0.4120
H -0.84724 -4.23351 0.79687 0.4569
H -0.84608 3.96635 -0.59671 0.6113
H -2.80132 -1.15634 -1.42981 0.5675
H 1.19586 0.75362 3.29624 0.2716
H 1.71339 -0.69152 2.39681 0.4028
H -4.77353 3.54629 -0.22290 0.2720
H 6.83296 0.83648 -1.72748 0.4004
H -1.33929 -5.32081 -1.24540 0.3632
H -4.73024 0.52232 -0.74398 0.2802
H 1.25805 3.16987 0.76634 0.4851
H -4.06102 -0.12802 0.75497 0.3336
H 0.49086 -0.83103 3.69760 0.3936
H 3.66780 2.52271 0.80136 0.4762
H -2.71094 -5.38879 -0.10145 0.3489
H 5.64164 2.15154 -1.58094 0.3638
H 2.78008 -0.97802 -1.42608 0.4894
H 0.38105 -0.34645 -1.50785 0.5845
H -3.00120 -5.51757 -1.85337 0.2472
H 5.27474 0.71462 -2.58083 0.3647
```

Results
Relative energy (zero: lowest compared OMol25 entry of this formula, charge and spin) in kJ/mol: 93.5
Structure (SMILES): COc1ccc(OC)c(-n2c(-c3ccc(S(C)(=O)=O)cc3)cc(C=O)c2C)c1
HOMO-LUMO gap in eV: 8.54


Record 2
Here is a 17-piece molecular cluster, C21H22Cl48FO4PS overall at a distorted geometry from OMol25. Energies are from ωB97M-V with the def2-TZVPD basis set.

```
98
Properties=species:S:1:pos:R:3:mulliken_charge:R:1
Cl -0.21401 -6.14263 -7.94006 -0.1256
Cl -1.34513 -14.76789 -0.90821 -0.1272
Cl -3.85375 -4.27049 3.56393 -0.1056
Cl -4.48495 8.91248 0.44348 -0.1449
Cl 3.79884 -4.47083 -2.42715 -0.0497
Cl 0.12850 9.18240 -4.07252 -0.0818
Cl -7.19467 10.55246 -1.57815 -0.1109
Cl -2.79496 8.22273 -1.82069 -0.0678
Cl 3.17776 5.68389 0.63103 -0.1282
Cl 4.20472 -6.97892 -3.83634 -0.1438
Cl 0.76693 4.43993 -0.40700 -0.1113
Cl -1.33759 -7.08999 3.07090 -0.0484
Cl 1.43294 -0.60290 4.93491 -0.1371
Cl 1.31788 -3.18014 0.10371 -0.0448
Cl 0.14688 -9.53265 3.54968 -0.1088
Cl 6.16309 -1.92555 -2.64320 -0.0490
Cl 2.94098 -1.45279 2.59990 -0.1144
Cl 0.65887 6.48549 -5.01455 -0.1152
Cl -2.04267 7.54953 -5.10682 -0.1156
Cl 0.94343 -8.23959 -6.30494 -0.0855
Cl -3.55753 -13.42748 0.42275 -0.1226
Cl -1.97714 -8.98341 -2.23521 -0.1353
Cl -2.86031 -6.49046 -1.11970 0.0135
Cl -6.30099 -5.70457 4.17934 -0.1301
Cl -1.83180 -8.42724 -7.16395 -0.1153
Cl -1.42372 -4.04675 0.45312 -0.1096
Cl 8.94199 -1.81975 -1.80106 -0.1293
Cl 2.05777 3.36054 1.94951 -0.0496
Cl -9.27235 8.60882 -0.98259 -0.1323
Cl 4.84799 1.64399 -1.84571 -0.0767
Cl -0.83006 -12.91755 1.27525 -0.0891
Cl -7.31687 -2.39019 3.31309 -0.0655
Cl -8.79877 -1.39539 1.02157 -0.1241
Cl -4.34532 -7.69172 -3.31195 -0.1235
Cl 1.93836 -11.68667 6.84709 -0.1177
Cl -7.40646 8.12574 -3.15902 -0.1251
Cl 4.36362 -10.38659 5.91374 -0.1254
Cl -2.36704 10.71208 -0.39368 -0.1627
Cl -4.60792 -6.59150 1.98784 -0.0456
Cl 2.05151 1.26751 -2.55192 -0.1417
Cl 1.90509 -5.32820 -4.46556 -0.0940
Cl 0.64075 -5.98070 -0.24764 -0.0905
Cl 3.91741 0.74333 4.23439 -0.1150
Cl 3.37179 -12.75763 4.55768 -0.1222
Cl 7.85277 0.31139 -3.44675 -0.1248
Cl -2.45489 -9.66020 2.29499 -0.1044
Cl -6.67949 0.21209 2.19078 -0.1152
Cl 3.06321 0.31328 0.00251 0.0147
S 3.23350 13.00250 0.84283 -0.3374
P 1.84719 11.76277 1.35356 0.2407
F 5.15798 10.72167 1.73441 -0.2136
O 1.07245 9.33106 0.66192 -0.2243
O 1.47669 7.97160 2.36524 -0.2923
O -0.18144 7.47159 0.91519 -0.5996
O 5.40122 8.53366 1.71959 -0.4419
C -0.32561 7.93087 -5.22960 -0.0045
C 7.79146 -1.41297 -3.07371 0.0050
C -7.95847 -0.95716 2.50638 0.0060
C 2.21430 9.92171 1.37996 0.5286
C 3.46860 9.44166 0.64958 -0.1075
C -5.19596 -5.20256 2.89738 -0.0162
C 0.27438 -4.48683 0.63517 0.0209
C 2.02872 9.24089 2.74248 -0.7174
C 0.70503 8.19082 1.28828 0.6085
C -1.87498 -13.30021 -0.08978 0.2148
C -0.98140 -8.70627 2.47143 0.1231
C -0.21272 -7.87032 -7.58156 0.0309
C 3.19694 1.55887 -1.24333 0.7104
C 2.49140 -0.09057 3.62241 0.3820
C -3.39225 -7.98773 -1.86191 0.0211
C 3.01145 -5.84409 -3.19915 0.2783
C 4.77388 9.48309 1.40270 0.3888
C -7.62441 8.84516 -1.56497 0.2790
C 1.68803 4.82607 1.03924 0.0860
C -2.86695 9.01853 -0.25860 0.5294
C 2.93130 -11.29931 5.44369 0.5840
H -8.67489 -0.49876 3.17407 0.3089
H -6.95350 8.34061 -0.88317 0.0813
H -5.74167 -4.56121 2.21624 0.2769
H 1.94059 0.60494 3.00183 -0.0300
H 0.71027 11.81551 0.54902 0.0440
H 2.94763 2.51001 -0.79023 -0.4903
H -4.00864 -8.52775 -1.15488 0.2365
H 2.34645 -10.67678 4.78249 -0.1941
H 8.08011 -1.95043 -3.96640 0.2961
H 3.54716 9.94482 -0.32528 0.5781
H 1.08625 5.47268 1.66313 0.1993
H 3.32763 8.36640 0.47038 -0.3142
H 0.09687 -8.39405 -8.47542 0.3010
H 0.46154 -4.67535 1.68420 0.2281
H 1.28405 9.77302 3.34652 0.4812
H 2.43509 -6.35861 -2.44475 -0.0081
H -1.81374 -12.48569 -0.79323 0.1220
H -2.17997 8.51050 0.39737 -0.1517
H -0.14248 8.31600 -6.22319 0.3215
H -0.51042 -8.62133 1.50144 0.1251
H 1.32611 11.93181 2.64019 0.0788
H 2.95056 9.08187 3.30399 0.3014
```

Results
HOMO-LUMO gap in eV: 9.72


Record 3
Here is C21H22F2N2O3 as an isolated structure at a distorted geometry from OMol25. Energies are from ωB97M-V with the def2-TZVPD basis set.

```
50
Properties=species:S:1:pos:R:3:mulliken_charge:R:1
F 9.66660 -0.91554 -0.38865 -0.3149
F 8.61890 1.40753 0.09134 -0.2810
O 1.40161 1.31673 1.48598 -0.2946
O -1.33558 -0.31926 -1.59419 -0.5787
O 4.21418 -0.35521 0.17410 -0.3649
N -2.52761 0.14453 0.52163 0.6513
N 0.12568 1.18913 1.47809 -0.1990
C -2.47504 0.91046 1.65610 -0.7999
C 8.21429 -0.73074 -0.34303 0.2927
C -3.89851 -1.36289 -0.71734 -2.2467
C 1.22905 0.54283 -0.42188 -0.6476
C -4.58109 -0.08486 1.16752 -0.7149
C 7.74095 0.59473 0.10306 0.4218
C 5.48871 -0.34591 0.09072 0.3875
C -4.00259 0.91336 1.90268 -0.7757
C -4.15115 1.07356 -1.11961 -1.1985
C -2.69386 2.45218 -2.24837 -0.7872
C 6.01856 -1.46098 -0.17485 0.1782
C -4.06029 -3.57274 0.67080 -0.9613
C 3.53767 1.04703 0.49225 -0.8288
C 0.01538 0.48465 0.23951 0.5143
C -1.33727 0.14022 -0.49130 0.1404
C 7.26087 -1.69476 -0.20471 -0.5855
C -3.16497 -2.64790 0.22963 -0.4033
C 6.51499 0.88219 0.05424 -0.5380
C -3.25139 1.30368 -2.23943 0.1096
C 2.15140 0.72310 0.32563 0.4979
C -3.82184 -0.19580 -0.08527 1.5623
H -1.97158 1.79365 1.78473 0.5330
H -2.32898 -2.37124 0.32733 0.6727
H -4.54998 -1.23156 1.59880 0.2288
H -4.65677 -1.78246 -1.10582 1.2196
H -3.08543 -1.55545 -1.66948 0.0823
H -1.99772 0.12078 2.65826 0.2325
H -5.24526 0.45644 -1.63279 0.2460
H -4.28816 2.13440 1.79562 0.2662
H -5.69488 0.00704 0.94463 0.2655
H -4.14497 0.78775 2.91451 0.5059
H -4.98670 -3.95176 0.13824 0.2287
H -2.94754 3.28512 -1.52773 0.2501
H 3.89441 1.73278 -0.37807 0.3217
H 7.76910 -2.60640 -0.78722 0.1948
H -4.42802 1.85875 -0.53859 0.6132
H 6.12282 1.94718 0.27234 0.2285
H -3.58740 -4.45313 1.08438 0.3288
H 5.26062 -2.33950 -0.13827 0.2178
H 1.33539 0.09927 -1.59008 0.1896
H 3.88203 1.45502 1.43226 0.4889
H -2.07250 2.75901 -3.27092 0.2012
H -3.17615 0.41501 -2.96675 0.2488
```

Results
Relative energy (zero: lowest compared OMol25 entry of this formula, charge and spin) in kJ/mol: 1908.7
HOMO-LUMO gap in eV: 8.47


Record 4
Here is C21H22I2N2OPPd as an isolated structure from OMol25. Energies are from ωB97M-V with the def2-TZVPD basis set.

```
50
Properties=species:S:1:pos:R:3:lowdin_spin:R:1
I -0.74965 -4.28337 -0.75916 0.0093
I -2.10782 -1.78590 -6.05202 0.0145
Pd -0.08639 0.04637 0.77665 1.1488
P 0.60124 -0.87144 2.92409 0.1120
O -1.56758 -1.32871 0.09975 0.2275
N 1.21889 -0.31744 -0.93937 0.0978
N -0.93008 1.48684 -0.76760 0.0821
C -0.78849 3.03276 2.98867 0.0135
C 0.11301 1.65296 -1.79795 0.0052
C 1.28238 -0.02729 -3.29295 0.0043
C -2.06925 -0.33460 -1.98252 0.0359
C 1.40932 3.04305 2.00774 0.0156
C 1.50573 1.67047 2.20365 0.0205
C -0.68635 -1.38303 4.09142 0.0234
C -1.95316 -1.65658 -3.98263 0.0498
C 2.00529 -1.20250 -3.42271 -0.0013
C 2.17297 -1.12499 3.81787 0.0295
C -2.21656 -0.44825 -3.35203 -0.0073
C -1.41032 -2.65788 -1.87978 0.0443
C 0.26208 3.72232 2.39565 0.0150
C 1.91128 -1.45717 -1.06308 0.0070
C -0.69354 1.66530 3.20994 0.0204
C -1.69110 -1.44903 -1.19915 -0.0030
C -2.22955 0.98184 -1.28582 0.0091
C -1.54646 -2.76662 -3.25104 -0.0087
C 2.32859 -1.93149 -2.28981 0.0037
C 0.46016 0.96182 2.82996 0.0036
C 0.89768 0.38607 -2.03221 0.0090
H 0.19346 4.79388 2.25217 0.0005
H 0.99251 0.54895 -4.16494 0.0007
H -1.68060 3.56323 3.29766 0.0003
H 2.24193 -2.16722 4.13434 0.0001
H -1.33245 -3.70460 -3.74907 -0.0013
H 2.86867 -2.86580 -2.35221 0.0006
H -0.48900 -2.41480 4.38274 0.0003
H 0.80180 2.41642 -1.43945 -0.0003
H -1.08829 2.38002 -0.32589 0.0014
H 2.11589 -1.99753 -0.15056 0.0012
H 2.41281 1.15445 1.91903 0.0001
H -1.51647 1.14194 3.68175 0.0003
H -2.66568 1.71206 -1.96900 0.0027
H 2.20706 -0.47501 4.69022 0.0048
H 3.01914 -0.91078 3.16774 0.0005
H -2.88736 0.86906 -0.42830 0.0010
H 2.23435 3.58002 1.55619 0.0003
H -1.65895 -1.35161 3.60789 0.0004
H -0.30443 1.99981 -2.74331 0.0016
H -0.68425 -0.75492 4.98174 0.0045
H 2.29358 -1.55628 -4.40627 -0.0001
H -2.51599 0.41520 -3.93800 -0.0012
```

Results
HOMO-LUMO gap (spin up / spin down) in eV: 7.81 / 5.47
<S²>: 2.0168
Charge: +1
2S+1: 3


Number 1: DFT total energy -44679.51217 eV. Number 2: DFT total energy -654241.11180 eV. Number 3: DFT total energy -36671.86481 eV. Number 4: DFT total energy -56125.72156 eV.